No. 1
ORCA calculation (wB97M-V/def2-TZVPD) on a molecular structure, C28H54P2SiTl in a non-equilibrium geometry.

charge	+1
total energy	-2243.46494	Ha
gap between HOMO and LUMO	2.582	eV

The geometry in XYZ format:
```
86
C28H54P2SiTl, DFT wB97M-V/def2-TZVPD
Tl -0.734 2.753 1.641
P 2.288 0.358 -0.409
P -0.938 0.001 -2.533
Si 1.072 -2.894 -1.558
C 1.876 1.024 1.271
C 2.268 3.985 1.139
C -1.648 -0.216 -4.298
C 2.019 5.143 -1.104
C 2.442 4.049 -0.195
C -1.455 -2.364 3.373
C -0.446 -1.941 4.367
C -1.940 1.402 -2.147
C -0.675 4.561 0.164
C -0.556 -4.752 2.977
C -0.413 -2.959 -2.746
C 0.720 4.888 -1.880
C -4.421 -1.972 1.118
C 0.782 0.739 -2.849
C 1.482 1.446 -1.667
C -3.230 -2.371 1.910
C -2.580 -3.633 1.813
C 1.950 -1.458 -0.626
C 0.761 -4.319 -0.356
C 4.086 0.667 -0.346
C -2.549 -1.591 2.888
C 0.091 5.401 1.199
C -1.491 -3.630 2.731
C -0.330 4.180 -1.130
C -2.965 -4.733 0.896
C -2.961 -0.256 3.381
C 2.572 -3.376 -2.625
C 1.416 4.917 1.903
H -2.743 -0.249 -4.195
H 0.279 6.367 0.722
H 2.288 2.063 -2.096
H -2.542 -4.575 -0.114
H 4.415 1.306 -1.185
H -1.340 -2.530 -2.328
H 1.200 4.514 2.913
H -0.233 -4.754 4.026
H -1.787 4.662 0.308
H -2.600 -5.700 1.275
H 1.520 -4.342 0.437
H 1.766 -1.748 0.463
H -1.425 0.638 -4.955
H -4.224 -2.043 0.036
H 3.066 -1.762 -0.803
H 2.815 5.223 -1.864
H -5.281 -2.629 1.337
H -0.183 -2.478 -3.710
H 3.198 3.392 -0.639
H 1.338 2.016 1.196
H -0.231 -4.271 0.115
H 0.313 5.865 -2.209
H 0.338 -4.677 2.340
H 3.466 -3.400 -1.988
H -4.064 -4.782 0.801
H -3.446 0.331 2.587
H -0.223 -2.766 5.058
H 2.004 5.835 2.106
H -1.123 3.749 -1.753
H -2.096 0.313 3.754
H 4.328 1.177 0.611
H -0.627 -4.025 -2.962
H 0.792 2.194 -1.229
H -4.706 -0.936 1.345
H -1.451 1.938 -1.343
H -1.041 -5.715 2.766
H 2.421 -4.369 -3.054
H 0.823 -5.269 -0.913
H -2.002 2.052 -3.015
H 4.596 -0.310 -0.320
H 1.440 -0.075 -3.224
H 2.713 -2.632 -3.418
H 0.952 4.334 -2.798
H -0.620 5.533 2.052
H 1.309 0.312 1.910
H -0.806 -1.082 4.944
H 0.504 -1.653 3.887
H 3.016 3.444 1.742
H -1.350 -1.132 -4.826
H 2.783 1.299 1.858
H -3.683 -0.353 4.214
H 1.969 6.125 -0.612
H -2.942 1.092 -1.851
H 0.626 1.435 -3.697
```

The net atomic charges from Löwdin, expressed in e, are:
1 Tl 1.065
2 P 0.964
3 P 0.887
4 Si 0.506
5 C -0.239
6 C -0.171
7 C -0.243
8 C -0.162
9 C -0.119
10 C -0.267
11 C -0.084
12 C -0.335
13 C -0.363
14 C -0.067
15 C -0.244
16 C -0.170
17 C -0.081
18 C -0.377
19 C -0.335
20 C -0.258
21 C -0.256
22 C -0.315
23 C -0.162
24 C -0.168
25 C -0.247
26 C -0.231
27 C -0.254
28 C -0.131
29 C -0.072
30 C -0.107
31 C -0.195
32 C -0.217
33 H 0.049
34 H 0.122
35 H 0.083
36 H 0.060
37 H 0.067
38 H -0.006
39 H 0.104
40 H 0.069
41 H 0.119
42 H 0.068
43 H 0.033
44 H 0.072
45 H 0.040
46 H 0.064
47 H 0.054
48 H 0.131
49 H 0.077
50 H 0.004
51 H 0.097
52 H -0.105
53 H 0.021
54 H 0.149
55 H 0.045
56 H 0.027
57 H 0.075
58 H 0.048
59 H 0.070
60 H 0.142
61 H 0.096
62 H 0.034
63 H 0.059
64 H 0.055
65 H 0.041
66 H 0.054
67 H -0.029
68 H 0.071
69 H 0.041
70 H 0.056
71 H 0.049
72 H 0.065
73 H 0.078
74 H 0.030
75 H 0.116
76 H 0.109
77 H 0.062
78 H 0.061
79 H 0.052
80 H 0.122
81 H 0.027
82 H 0.063
83 H 0.087
84 H 0.123
85 H 0.065
86 H 0.083


No. 2
ORCA calculation (wB97M-V/def2-TZVPD) on a molecular structure, C28H55AsGeKN4S4SeSi3 in a non-equilibrium geometry.

charge	-2
<S²>	0.760
total energy	-11094.49687	Ha
gap between HOMO and LUMO (alpha / beta)	5.729 / 5.189	eV
2S+1	2

The geometry in XYZ format:
```
98
C28H55AsGeKN4S4SeSi3, DFT wB97M-V/def2-TZVPD
Se 2.097 0.712 0.844
As -3.453 -2.914 5.319
Ge -0.670 -2.760 -1.235
K -1.640 -1.949 2.424
S -3.925 -1.940 7.162
S -4.389 -4.839 5.442
S -4.287 -1.806 3.679
S -1.336 -3.155 5.106
Si 0.173 -1.794 -3.262
Si 1.001 -4.460 -1.003
Si -2.469 -4.042 -2.162
N 0.594 2.794 -0.384
N 0.939 3.127 1.769
N -1.366 0.913 3.614
N -3.097 1.106 4.949
C -2.402 -5.171 -3.717
C 0.173 4.182 1.316
C -0.806 4.860 -0.798
C -2.094 0.556 5.702
C -0.051 3.969 -0.051
C 1.662 -5.544 -2.446
C -0.820 -0.232 -3.780
C 0.669 2.231 -1.717
C -2.623 1.286 3.692
C 3.658 4.661 1.681
C 0.451 -5.773 0.264
C -1.030 0.446 4.865
C -3.403 1.909 2.586
C -1.309 5.979 -0.148
C 2.587 -3.711 -0.241
C 2.793 3.032 3.466
C -3.897 -2.831 -2.554
C -3.181 -5.224 -0.847
C 3.809 2.099 -2.380
C 0.260 -2.815 -4.881
C -0.310 5.313 1.954
C 2.928 3.337 -2.250
C 3.402 4.407 3.170
C 1.981 -1.186 -3.070
C -1.056 6.210 1.200
C 1.180 2.267 0.738
C 1.481 3.099 -2.684
C 1.304 2.884 3.154
H -2.183 -4.600 -4.622
H 3.210 -4.467 0.245
H 4.357 4.473 3.699
H -4.778 -3.325 -2.972
H 1.469 2.606 -3.659
H -2.233 0.275 6.729
H -2.511 -6.070 -0.684
H 2.733 4.884 1.149
H -4.199 -2.321 -1.636
H 0.846 -6.106 -2.909
H -0.346 2.106 -2.103
H -1.007 4.690 -1.847
H 2.257 -0.419 -3.800
H 3.345 4.142 -2.863
H -0.227 0.487 -4.352
H -1.621 -5.929 -3.611
H -1.199 0.271 -2.887
H -3.073 2.939 2.428
H -1.907 6.689 -0.706
H -3.292 -4.709 0.110
H 0.725 -3.784 -4.682
H 2.894 2.820 4.534
H -0.050 0.051 5.076
H 2.128 -4.932 -3.224
H 2.146 -0.787 -2.065
H 3.349 2.267 2.924
H 3.489 1.313 -1.697
H 2.756 5.194 3.575
H 0.107 -5.289 1.181
H 1.115 1.241 -1.628
H -0.744 -3.009 -5.263
H 0.979 1.877 3.397
H 3.195 -3.205 -0.996
H 0.838 -2.322 -5.669
H 3.774 1.699 -3.396
H -4.469 1.906 2.811
H -4.159 -5.626 -1.126
H -0.381 -6.363 -0.127
H -4.058 1.151 5.237
H -1.687 -0.509 -4.385
H 4.334 5.508 1.541
H -3.238 1.353 1.665
H -1.445 7.104 1.671
H 2.407 -6.261 -2.092
H 1.256 -6.464 0.526
H -3.354 -5.688 -3.868
H -0.105 5.500 2.999
H 2.937 3.693 -1.215
H 4.847 2.345 -2.149
H 0.986 4.068 -2.798
H -3.569 -2.064 -3.261
H 4.111 3.779 1.224
H 2.316 -2.965 0.510
H 0.734 3.582 3.768
H 2.662 -2.032 -3.194
```

The net atomic charges from Löwdin, expressed in e, are:
1 Se 0.715
2 As -0.687
3 Ge 0.514
4 K 0.239
5 S -0.138
6 S -0.002
7 S -0.200
8 S -0.214
9 Si 0.247
10 Si 0.240
11 Si 0.239
12 N -0.013
13 N -0.016
14 N 0.061
15 N 0.085
16 C -0.235
17 C -0.162
18 C -0.010
19 C -0.154
20 C -0.145
21 C -0.240
22 C -0.250
23 C -0.152
24 C -0.465
25 C -0.105
26 C -0.240
27 C -0.198
28 C -0.016
29 C -0.103
30 C -0.243
31 C -0.202
32 C -0.252
33 C -0.241
34 C -0.112
35 C -0.237
36 C -0.012
37 C -0.250
38 C -0.249
39 C -0.246
40 C -0.103
41 C -0.692
42 C -0.175
43 C -0.161
44 H -0.007
45 H 0.015
46 H 0.097
47 H 0.013
48 H 0.110
49 H 0.061
50 H -0.001
51 H 0.054
52 H 0.016
53 H 0.004
54 H 0.115
55 H 0.107
56 H 0.011
57 H 0.101
58 H 0.008
59 H 0.004
60 H -0.005
61 H 0.066
62 H 0.095
63 H 0.021
64 H 0.000
65 H 0.113
66 H 0.093
67 H -0.002
68 H -0.018
69 H 0.061
70 H 0.015
71 H 0.100
72 H 0.022
73 H 0.061
74 H -0.002
75 H 0.083
76 H 0.004
77 H 0.015
78 H 0.068
79 H 0.074
80 H 0.018
81 H -0.001
82 H 0.141
83 H 0.008
84 H 0.066
85 H 0.077
86 H 0.095
87 H 0.013
88 H 0.017
89 H 0.012
90 H 0.105
91 H 0.088
92 H 0.067
93 H 0.092
94 H -0.001
95 H 0.072
96 H 0.006
97 H 0.121
98 H 0.013


Listing energy relative to the best compared isomer or geometry (same formula, charge and spin) for the structures above in their given order: 0.0, 4.7 kJ/mol.